{"formula": "C20H52AlB3O10S5", "method": "ωB97M-V/def2-TZVPD", "de_lowest_kj_mol": 1459.4, "multiplicity": 1, "orbital_gap_ev": 1.95, "largest_force_ev_per_a": 5.4, "e_homo_ev": -8.76, "e_tot_ha": -3852.6125, "lumo_energy_ha": -0.250, "elements": ["Al", "B", "H", "H", "H", "H", "B", "H", "H", "H", "H", "B", "H", "H", "H", "H", "C", "C", "C", "S", "O", "O", "C", "H", "H", "H", "H", "H", "H", "H", "H", "C", "C", "C", "S", "O", "O", "C", "H", "H", "H", "H", "H", "H", "H", "H", "C", "C", "C", "S", "O", "O", "C", "H", "H", "H", "H", "H", "H", "H", "H", "C", "C", "C", "S", "O", "O", "C", "H", "H", "H", "H", "H", "H", "H", "H", "C", "C", "C", "S", "O", "O", "C", "H", "H", "H", "H", "H", "H", "H", "H"], "coordinates": [[-2.49937, 6.88392, 0.03649], [3.43081, 5.99270, 1.61585], [4.24577, 6.69348, 1.52105], [2.51418, 6.55259, 1.71851], [3.33200, 5.35597, 0.75037], [3.60975, 5.37940, 2.48538], [1.80379, 7.13354, -3.91198], [1.30615, 6.27143, -3.49561], [2.75481, 6.85630, -4.33970], [1.18619, 7.67679, -4.61033], [2.00189, 7.80791, -3.09331], [-1.67528, 1.52855, 0.34085], [-2.45342, 1.34494, -0.38374], [-2.17156, 2.08457, 1.12109], [-1.16042, 0.62333, 0.62325], [-0.90879, 2.17106, -0.06401], [2.29807, 0.97869, 7.30756], [2.68396, 2.24141, 8.03560], [1.39565, 2.91544, 8.62813], [0.07055, 2.51407, 7.25902], [-0.17588, 3.61153, 6.31782], [-1.10879, 1.96809, 7.88411], [1.10881, 1.29404, 6.39165], [2.01307, 0.28161, 8.09557], [3.21630, 0.74815, 6.76738], [3.00421, 2.93787, 7.26069], [3.49048, 2.27996, 8.76781], [1.28570, 3.95981, 8.92019], [1.12804, 2.34434, 9.51714], [1.42712, 1.82901, 5.49690], [0.52399, 0.42016, 6.10454], [1.22775, -6.72328, 2.73174], [-0.24074, -6.63123, 2.17996], [-1.09880, -7.75567, 2.75882], [0.00308, -9.13737, 3.27219], [-0.26041, -10.32920, 2.40954], [0.16840, -9.18236, 4.74912], [1.51699, -8.23563, 2.63258], [1.36390, -6.41360, 3.76792], [1.88921, -6.03253, 2.20884], [-0.34101, -6.80607, 1.10876], [-0.71671, -5.70289, 2.49578], [-1.90798, -8.13656, 2.13572], [-1.73125, -7.39251, 3.56890], [1.51062, -8.38194, 1.55246], [2.34578, -8.69002, 3.17548], [-0.88327, 1.66602, -8.07398], [-1.42340, 2.31465, -9.35026], [-2.18082, 3.51631, -8.92522], [-3.19857, 2.97862, -7.44273], [-4.53647, 2.42943, -7.71613], [-3.05354, 4.00690, -6.38364], [-2.10409, 1.56562, -7.07158], [-0.21713, 2.46104, -7.73884], [-0.41777, 0.68373, -8.15466], [-2.02534, 1.58002, -9.88512], [-0.63902, 2.61842, -10.04349], [-2.93025, 4.04007, -9.51864], [-1.41296, 4.14512, -8.47457], [-2.61903, 0.69351, -7.47451], [-1.84176, 1.48829, -6.01644], [8.38855, -0.81909, -0.76726], [7.07020, -1.44972, -0.25867], [5.91558, -0.56651, -0.80926], [6.50546, 0.03079, -2.50303], [6.47279, 1.47658, -2.62144], [5.84509, -0.81283, -3.49629], [8.24809, -0.49374, -2.25225], [9.13416, -1.60705, -0.66104], [8.73541, 0.03058, -0.17915], [7.08739, -1.58495, 0.82277], [6.95334, -2.45385, -0.66632], [5.67640, 0.32742, -0.23325], [4.98626, -1.10222, -1.00290], [8.85042, 0.35762, -2.56925], [8.43831, -1.41573, -2.80163], [-8.30052, -2.39070, -0.94967], [-7.84460, -2.58441, 0.52414], [-7.56147, -1.19560, 1.28533], [-8.19208, 0.12046, 0.15843], [-7.30814, 1.24149, -0.05966], [-9.63010, 0.32426, 0.44127], [-8.18389, -0.96504, -1.41720], [-9.31643, -2.71626, -1.17335], [-7.69760, -3.00094, -1.62213], [-6.92378, -3.15222, 0.65753], [-8.63090, -3.22556, 0.92257], [-6.49414, -1.02881, 1.43055], [-8.04749, -1.09126, 2.25537], [-7.17873, -0.88612, -1.83138], [-8.92104, -0.68370, -2.16923]], "atomic_forces_ev_per_a": [[0.201, -0.247, -0.085], [0.299, 0.375, 0.200], [3.018, 3.455, 0.898], [-3.754, 2.949, -0.997], [-1.703, -3.550, -3.137], [1.985, -3.227, 2.932], [-0.986, -1.699, -0.856], [-2.038, -3.826, 0.530], [4.471, -1.311, -0.517], [-3.330, 2.592, -1.912], [1.809, 4.204, 2.946], [-0.390, -0.595, -0.154], [-3.616, -1.567, -2.238], [-2.115, 3.155, 2.761], [2.242, -3.762, 0.249], [3.919, 2.954, -0.624], [0.053, 0.305, 0.829], [-1.069, 3.454, -0.231], [-0.770, -1.611, -0.953], [0.237, 1.319, 0.230], [0.843, -0.827, 1.081], [0.409, -0.488, 0.114], [0.299, 0.095, 0.221], [0.163, -0.682, -0.461], [-0.399, -0.920, -0.143], [0.351, 0.185, -0.159], [-0.105, -0.807, 0.039], [0.595, 0.084, -0.616], [-0.538, -0.171, -0.132], [0.005, -0.059, 0.001], [-0.093, 0.156, 0.157], [-0.795, -0.759, 0.550], [-0.094, -0.288, 0.746], [-1.081, -0.407, 1.090], [0.889, 0.151, -0.464], [0.424, 2.181, 2.175], [-0.690, -0.336, -2.550], [-0.761, 0.131, -0.455], [-0.729, 0.088, 0.202], [0.136, -0.569, -0.525], [0.732, 0.683, -0.163], [0.162, 0.153, -0.471], [0.636, -0.289, -0.715], [0.680, -0.151, 0.782], [0.387, -0.898, 0.056], [0.106, 0.313, -0.260], [-0.804, 1.527, 1.101], [-0.390, -1.726, -1.269], [-1.329, 0.266, 1.745], [0.352, 0.084, 1.873], [1.695, 1.018, -0.303], [-0.328, -1.364, -1.741], [0.713, -0.183, -1.685], [0.648, -0.595, 0.651], [0.158, 0.340, -0.251], [-0.296, 0.087, -0.181], [0.192, -0.108, 0.119], [0.583, -0.089, -0.543], [-0.546, 0.715, 0.041], [-0.469, -0.064, 0.672], [-0.184, 0.117, -0.187], [0.132, -0.789, 0.182], [-0.465, 0.903, -0.658], [0.336, 0.158, -0.547], [-0.322, -0.957, 0.544], [-0.074, -0.876, 0.182], [0.672, 0.777, 0.663], [-0.505, 0.139, 0.308], [0.332, 0.211, 0.014], [-0.341, 0.071, 0.020], [-0.210, 0.358, 0.005], [0.105, -0.006, -0.202], [0.287, -0.021, 0.090], [0.139, -0.026, -0.041], [0.064, -0.284, -0.149], [-0.148, 0.341, -0.424], [-0.008, -0.238, -0.567], [-0.142, 0.720, 0.461], [-0.530, -0.588, -1.028], [-2.445, -1.193, -2.127], [-0.150, -0.382, 0.747], [2.132, -0.074, 0.182], [1.366, 0.538, 1.162], [-0.122, -0.183, 0.777], [0.165, -0.107, 0.128], [-0.012, -0.028, -0.526], [0.068, 0.503, 0.844], [-0.041, -0.018, -0.230], [-0.228, 0.021, -0.245], [-0.008, 0.686, -0.051], [-0.032, 0.386, 0.473]]}

{"formula": "C22H25N3OPt", "method": "ωB97M-V/def2-TZVPD", "de_lowest_kj_mol": 17.4, "multiplicity": 1, "orbital_gap_ev": [5.67, 5.67], "largest_force_ev_per_a": 0.8, "e_homo_ev": [-14.69, -14.69], "e_tot_ha": -1211.5659, "total_charge": 2, "lumo_energy_ha": [-0.331, -0.332], "elements": ["Pt", "C", "C", "C", "C", "C", "C", "C", "C", "C", "C", "H", "H", "H", "H", "H", "H", "H", "H", "H", "H", "H", "H", "H", "H", "H", "O", "C", "N", "C", "C", "C", "C", "C", "C", "N", "C", "C", "C", "C", "C", "N", "H", "H", "H", "H", "H", "H", "H", "H", "H", "H"], "coordinates": [[0.02364, 0.58129, -0.45524], [0.26568, -1.91664, 1.79379], [0.75442, -2.09695, 0.48865], [-0.28228, -1.65617, -0.53954], [-1.34289, -1.16768, 0.18176], [-1.04789, -1.55852, 1.64912], [-2.10813, -1.82376, 2.64269], [-2.71861, -0.92572, -0.34632], [-0.49208, -2.21852, -1.93195], [1.96188, -2.86813, 0.18429], [0.96998, -2.19356, 3.09069], [-2.36045, -2.89079, 2.55907], [-3.02580, -1.26818, 2.45923], [-1.76194, -1.67562, 3.66601], [-3.24204, -1.87980, -0.47940], [-2.68396, -0.43112, -1.31350], [-3.31338, -0.32071, 0.33719], [-0.59868, -1.44299, -2.68606], [-1.41999, -2.79352, -1.93362], [0.29165, -2.90208, -2.23832], [1.67687, -3.75906, -0.38895], [2.48734, -3.17952, 1.08180], [2.65756, -2.30241, -0.44068], [0.58429, -3.09576, 3.57103], [0.82102, -1.36676, 3.78663], [2.04083, -2.32121, 2.95554], [1.70496, 3.81874, -2.27515], [1.38656, 2.70583, -1.92778], [0.46526, 2.41607, -0.98705], [-0.27735, 3.54620, -0.47160], [-1.01129, 3.08154, 0.71197], [-1.73654, 3.96090, 1.50603], [-2.34642, 3.50827, 2.65185], [-2.18418, 2.17033, 2.99861], [-1.46953, 1.35526, 2.16503], [-0.90674, 1.76854, 1.00918], [1.95230, 1.47139, -2.51117], [2.87644, 1.54857, -3.53058], [3.43159, 0.38248, -4.02162], [3.02564, -0.81658, -3.45912], [2.08087, -0.80988, -2.45601], [1.52461, 0.31474, -1.97279], [-0.96786, 3.95001, -1.22050], [0.39605, 4.36976, -0.22879], [-1.78849, 5.00196, 1.21541], [-2.91190, 4.18190, 3.28191], [-2.60381, 1.76839, 3.91042], [-1.29872, 0.33795, 2.43696], [3.13983, 2.53228, -3.89650], [4.17379, 0.40633, -4.80866], [3.43712, -1.76166, -3.78767], [1.77081, -1.73543, -2.02633]], "atomic_forces_ev_per_a": [[0.465, 0.445, -0.367], [0.604, 0.133, 0.035], [-0.428, -0.446, 0.144], [0.540, 0.132, -0.159], [-0.044, 0.499, 0.577], [-0.670, -0.261, -0.357], [-0.058, 0.113, -0.089], [-0.083, -0.213, 0.235], [-0.122, -0.200, 0.183], [0.167, 0.013, 0.045], [-0.162, -0.127, -0.046], [0.025, 0.000, -0.018], [0.035, 0.026, 0.004], [0.033, -0.001, -0.004], [0.010, 0.010, 0.022], [0.000, 0.011, -0.042], [0.027, 0.059, -0.043], [0.066, 0.032, -0.026], [-0.007, -0.006, 0.027], [0.042, -0.048, -0.028], [0.020, 0.039, -0.050], [-0.024, -0.030, -0.013], [-0.017, -0.026, 0.062], [0.025, 0.006, -0.039], [0.025, 0.006, -0.027], [-0.010, 0.039, -0.011], [-0.050, 0.088, -0.091], [-0.107, -0.013, -0.029], [-0.026, 0.415, 0.090], [0.075, -0.049, -0.243], [-0.079, -0.020, 0.264], [0.048, 0.009, 0.041], [-0.024, 0.033, 0.043], [-0.060, 0.038, 0.105], [0.090, 0.113, -0.149], [-0.556, -0.203, 0.077], [0.200, -0.110, -0.041], [0.052, 0.004, 0.027], [0.064, 0.011, -0.050], [0.074, -0.051, -0.006], [0.015, 0.201, 0.041], [-0.184, -0.373, -0.196], [-0.007, -0.073, -0.065], [0.062, 0.005, 0.143], [-0.002, -0.028, -0.020], [-0.002, -0.017, -0.008], [0.023, 0.002, -0.009], [0.060, -0.174, 0.073], [0.002, -0.006, 0.032], [-0.042, -0.007, -0.011], [-0.027, 0.024, 0.004], [-0.057, -0.025, -0.037]]}

{"formula": "C24H56ClN3O", "method": "ωB97M-V/def2-TZVPD", "de_lowest_kj_mol": 564.2, "multiplicity": 1, "orbital_gap_ev": 4.44, "largest_force_ev_per_a": 2.8, "e_homo_ev": -7.87, "e_tot_ha": -1647.0144, "total_charge": 2, "lumo_energy_ha": -0.126, "elements": ["C", "C", "N", "C", "C", "C", "C", "C", "O", "C", "H", "H", "H", "H", "H", "H", "H", "H", "H", "H", "H", "H", "H", "H", "H", "H", "H", "H", "H", "H", "C", "C", "C", "N", "C", "C", "C", "C", "C", "H", "H", "H", "H", "H", "H", "H", "H", "H", "H", "H", "H", "H", "H", "H", "H", "H", "H", "C", "C", "C", "N", "C", "C", "C", "C", "C", "H", "H", "H", "H", "H", "H", "H", "H", "H", "H", "H", "H", "H", "H", "H", "H", "H", "H", "Cl"], "coordinates": [[-3.19969, 26.17070, 6.97872], [-3.65310, 26.50830, 8.41987], [-5.07358, 27.23520, 8.53875], [-5.14000, 27.57795, 10.06962], [-5.24834, 28.54091, 7.69140], [-4.18741, 29.59170, 8.05861], [-6.14670, 26.14465, 8.14406], [-7.60177, 26.67506, 8.18746], [-7.99180, 27.42505, 9.36882], [-9.34522, 27.85953, 9.49671], [-3.85430, 25.38192, 6.60802], [-2.14449, 25.89948, 6.94549], [-3.19623, 27.05129, 6.33634], [-2.91072, 27.15547, 8.88693], [-3.82138, 25.62782, 9.03998], [-6.05851, 28.15656, 10.16790], [-4.21937, 27.96989, 10.50198], [-5.17739, 26.62031, 10.58887], [-6.25504, 28.92070, 7.86582], [-5.30546, 28.14509, 6.67742], [-4.13638, 30.33946, 7.26717], [-3.18977, 29.15261, 8.05838], [-4.38479, 29.93753, 9.07327], [-5.98046, 25.32707, 8.84550], [-5.86063, 25.66356, 7.20875], [-8.15608, 25.76284, 7.96678], [-7.88176, 27.37321, 7.39860], [-10.15212, 27.12741, 9.52844], [-9.54972, 28.58685, 8.71103], [-9.35629, 28.34224, 10.47394], [0.49895, 15.85525, 7.57740], [1.72160, 15.08185, 7.87858], [1.97341, 13.80706, 6.92372], [3.10109, 12.89120, 7.44787], [4.34530, 13.77513, 7.70579], [3.42318, 11.78698, 6.39192], [4.02513, 10.64069, 7.22813], [3.52058, 10.72738, 8.65346], [2.85026, 12.07931, 8.78015], [0.56308, 16.70440, 8.25779], [-0.39344, 15.25966, 7.76979], [0.62662, 16.13555, 6.53182], [1.73205, 14.78452, 8.92719], [2.57414, 15.75764, 7.81085], [2.25113, 14.06940, 5.90287], [1.06509, 13.20464, 6.91181], [4.37915, 14.27973, 8.67136], [4.50230, 14.49821, 6.90541], [5.21683, 13.12322, 7.64615], [3.89014, 12.12830, 5.46804], [2.46109, 11.43709, 6.01767], [5.11090, 10.73647, 7.22299], [3.81457, 9.67289, 6.77301], [4.19929, 10.46498, 9.46501], [2.74221, 9.96442, 8.66414], [3.20362, 12.64845, 9.63999], [1.76613, 11.96886, 8.75683], [8.47428, 25.00138, 16.65673], [7.83688, 23.72424, 16.21902], [6.39498, 23.87832, 15.59286], [5.80790, 22.61483, 14.83303], [5.64847, 21.43787, 15.82284], [6.67422, 22.15831, 13.61399], [5.84440, 21.64389, 12.47135], [4.62494, 22.59871, 12.52680], [4.44944, 22.89912, 14.04919], [9.55109, 24.83858, 16.61095], [8.03665, 25.41216, 17.56659], [8.22228, 25.72503, 15.88153], [7.85600, 23.11494, 17.12262], [8.41389, 23.13781, 15.50401], [6.51384, 24.65946, 14.84199], [5.56554, 24.14070, 16.24958], [4.99440, 21.44941, 16.69472], [6.67632, 21.15626, 16.05154], [5.30860, 20.70941, 15.08669], [7.56770, 21.60672, 13.90650], [7.13155, 23.10972, 13.34241], [5.49359, 20.63372, 12.68247], [6.32549, 21.53207, 11.49968], [3.78238, 22.04817, 12.10835], [4.67509, 23.45863, 11.85888], [3.60195, 22.37285, 14.48840], [4.32102, 23.94094, 14.34286], [-3.35623, 21.17783, 13.22826]], "atomic_forces_ev_per_a": [[-0.597, 0.445, 0.805], [-0.622, 0.813, -0.917], [1.147, -0.323, 0.586], [-0.597, -1.161, -1.046], [0.254, -1.297, 0.588], [-0.050, -1.247, -0.575], [0.358, 1.666, 1.586], [-0.548, 0.712, -0.151], [1.041, -1.959, -0.082], [0.306, 0.563, 0.058], [0.452, 0.041, -0.465], [-0.170, -0.553, 0.402], [-0.530, 0.044, -0.041], [-0.315, 0.001, 0.143], [0.311, -0.022, -0.113], [0.379, -0.046, 0.515], [-0.065, 0.749, -0.832], [-0.694, -0.073, -0.097], [0.058, -0.127, 0.468], [0.644, 0.425, -0.217], [-0.368, 0.359, 0.457], [0.027, -0.120, 0.027], [-0.007, 0.547, -0.365], [-0.286, 0.261, 0.477], [-0.308, 0.775, -0.398], [-0.607, -0.057, 0.535], [0.588, -0.220, -0.732], [0.452, -0.607, -0.296], [-0.221, 0.116, -0.034], [-0.071, 0.196, -0.179], [0.056, -0.087, -0.252], [1.976, -1.945, -0.258], [-0.172, 0.552, 2.118], [1.572, 0.785, 0.040], [0.448, -0.919, -0.857], [-1.404, -0.512, 1.300], [1.971, 0.383, -1.035], [-1.300, -0.650, -0.538], [-0.846, 0.808, -0.989], [-0.596, 0.238, -0.376], [-0.145, 0.306, -0.228], [-0.822, 0.481, 0.019], [-0.100, -0.499, 0.048], [0.172, -0.064, -0.285], [0.016, 0.139, 0.126], [0.037, -0.087, -0.107], [-0.629, -0.201, -0.123], [-0.478, -0.020, -0.027], [-0.076, -0.176, 0.210], [0.720, 0.382, 0.618], [-0.384, 0.205, 0.291], [0.128, -0.040, -0.105], [-0.061, 0.155, -0.036], [0.287, 0.328, -0.383], [-0.169, 0.090, 0.606], [-0.299, 0.193, -0.297], [0.048, 0.106, 0.518], [-0.391, 0.916, -1.604], [-1.764, -2.009, 0.437], [0.277, -0.683, -0.696], [-0.327, -0.831, -0.281], [1.034, -0.458, -2.474], [1.872, 1.508, 0.736], [-1.130, -0.075, 0.888], [-0.091, -0.761, 0.097], [0.506, 1.255, 0.586], [-0.072, 0.426, 0.692], [0.523, -0.316, 0.201], [0.408, 0.491, -0.047], [-0.566, -0.503, -0.088], [0.312, 0.407, -0.203], [-0.360, -0.025, -0.188], [0.355, 0.101, 0.321], [-0.025, 0.946, -0.325], [-0.197, 0.039, 0.500], [-0.289, -0.616, 0.673], [-0.494, -0.597, 0.393], [-0.140, 0.196, -0.423], [-0.078, -0.118, 0.194], [0.329, 0.620, 0.229], [-0.320, 0.058, 0.506], [0.557, 0.299, 0.507], [0.449, -0.372, 0.159], [-0.454, 0.124, -0.725], [0.165, 0.124, -0.172]]}